DFT (ωB97M-V/def2-TZVPD) results for a molecular structure, C33H84Li2N3O11.

Results
Gap between HOMO and LUMO (spin up / spin down): 3.56 / 8.14 eV
LUMO (spin up / spin down): -0.08 / -0.07 eV
Calculated total energy: -62977.316 eV
HOMO (spin up / spin down): -3.6 / -8.2 eV

ORCA input file:
```
! RIJCOSX wB97M-V def2-TZVPD def2/J DEFGRID3
* xyz 0 2
Li 0.55313 -4.08015 -0.05520
Li 3.21585 -3.28899 -0.75095
C -0.40207 -0.79673 0.34870
C 0.90789 -0.94523 -0.34008
C 1.92829 0.05697 0.25040
O 1.25239 -2.25387 -0.57501
H -0.52222 -1.41332 1.23948
H -1.14525 -1.22772 -0.32216
H -0.66767 0.24323 0.53849
H 0.63314 -0.44799 -1.27033
H 2.76822 0.08150 -0.44388
H 2.21970 -0.19041 1.27118
H 1.38991 1.00035 0.15944
C -10.37563 -0.87631 -1.17878
O -9.85927 -0.24306 0.00885
C -8.45827 0.01488 0.16143
C -7.58563 -1.22984 0.17854
N -7.23991 -1.77059 -1.11386
C -6.34517 -1.05599 -2.01212
C -5.76308 -2.13355 -3.01134
O -5.04240 -3.04289 -2.25136
C -3.71055 -2.48541 -1.90634
H -11.31217 -0.52420 -1.61122
H -10.37471 -1.94386 -0.95871
H -9.71853 -0.65829 -2.02069
H -8.34011 0.62898 1.05420
H -8.29004 0.73989 -0.63491
H -8.26061 -1.99857 0.55477
H -6.79709 -1.23733 0.93102
H -6.78732 -2.67309 -1.08624
H -5.54556 -0.44314 -1.59602
H -7.00621 -0.37547 -2.54881
H -5.17935 -1.65688 -3.79885
H -6.55634 -2.66024 -3.54185
H -3.11328 -3.13459 -1.26608
H -3.73957 -1.50221 -1.43670
H -3.11628 -2.33160 -2.80706
C 8.48967 -0.98975 1.44714
O 7.12503 -1.24468 1.51679
C 6.46825 -0.78615 0.33641
C 5.10336 -1.55188 0.28954
N 5.04289 -2.99045 -0.04455
C 5.93617 -3.33954 -1.19471
C 5.30833 -2.80285 -2.53008
O 3.87988 -2.73836 -2.54527
C 3.31917 -2.61115 -3.80496
H 8.85859 -1.22788 2.44478
H 8.62692 0.06660 1.21604
H 8.86204 -1.63750 0.65351
H 6.93395 -0.89805 -0.64271
H 6.28410 0.28608 0.40362
H 4.68749 -0.97517 -0.53664
H 4.55282 -1.28815 1.19257
H 5.42912 -3.45782 0.76322
H 6.02722 -4.42071 -1.29896
H 6.95294 -2.98140 -1.03347
H 5.70690 -3.33136 -3.39606
H 5.50298 -1.75801 -2.77204
H 3.44069 -1.54140 -3.97520
H 2.25120 -2.82661 -3.83819
H 3.83414 -3.02349 -4.67264
C 2.66414 -4.14072 6.19198
O 2.22674 -2.86191 5.67822
C 1.65887 -2.00518 6.70693
C 1.18400 -0.63266 6.12079
N 0.42841 -0.93763 4.95893
C 0.12920 0.16973 3.99207
C 1.37881 1.11485 3.62893
O 1.39440 2.41773 4.32277
C 1.92037 3.50652 3.56443
H 2.11337 -4.52764 7.04933
H 3.75315 -4.18129 6.21423
H 2.37500 -4.86520 5.43065
H 2.30419 -1.73817 7.54381
H 0.70775 -2.40892 7.05398
H 2.11017 -0.06478 6.03242
H 0.54421 -0.10697 6.82963
H 0.91553 -1.71512 4.53663
H -0.60407 0.80967 4.48289
H -0.50073 -0.02656 3.12445
H 1.37490 1.32528 2.55944
H 2.27879 0.51524 3.76534
H 2.06708 4.49191 4.00667
H 1.30250 3.69339 2.68612
H 2.90132 3.29578 3.13847
C 4.61571 2.84360 -0.51617
C 5.30323 2.50198 -1.83001
C 6.65280 3.27131 -2.08875
O 5.65551 1.18816 -1.85871
H 3.65393 2.36696 -0.32676
H 4.40932 3.91338 -0.54892
H 5.29425 2.70707 0.32588
H 4.59201 2.70016 -2.63188
H 7.29257 3.29608 -1.20660
H 6.45021 4.27589 -2.46006
H 7.31380 2.84731 -2.84466
H 5.58843 0.81354 -2.74004
C -3.98855 -0.16528 1.47585
C -4.10165 1.14883 2.37552
C -2.84773 2.02202 2.29942
O -5.16434 1.87822 1.82016
H -3.29747 -0.92457 1.84190
H -3.60590 0.04813 0.47778
H -4.90873 -0.74753 1.42741
H -4.30779 0.89229 3.41465
H -3.06898 2.73099 3.09724
H -2.77680 2.58318 1.36768
H -1.94313 1.44816 2.50063
H -4.88994 2.26763 0.98670
C 1.91924 1.69131 -3.35044
C 0.44484 2.06984 -3.57276
C 0.12349 2.73161 -4.96315
O -0.46211 1.05365 -3.22788
H 2.05705 1.47786 -2.29046
H 2.58741 2.50185 -3.64139
H 2.17299 0.86067 -4.00904
H 0.40611 2.96737 -2.95548
H 0.93909 3.27522 -5.44000
H -0.69195 3.44097 -4.82186
H -0.15149 1.97041 -5.69325
H 0.08807 0.34878 -2.87849
C -5.21312 2.96082 -2.73095
C -4.45216 2.43297 -1.49468
C -2.89972 2.25149 -1.83890
O -4.65613 3.32577 -0.45626
H -6.26027 3.21762 -2.57088
H -5.11294 2.15594 -3.45913
H -4.65838 3.83931 -3.06054
H -4.81370 1.45861 -1.16605
H -2.78395 2.13582 -2.91654
H -2.59074 1.41144 -1.21684
H -2.31875 3.12144 -1.53272
H -4.45983 4.18977 -0.82581
*
```

Mulliken population analysis, charges in e, atoms 1 to 2: Li -0.405; Li 0.676